Entry 1:
C12H12N2O | wB97M-V/def2-TZVPD

Structure (ORCA input):
```
! RIJCOSX wB97M-V def2-TZVPD def2/J DEFGRID3
* xyz 0 1
C 1.404 -3.026 -0.210
H -1.315 -4.209 -1.666
C -0.717 -3.484 -1.227
C 1.618 2.648 -0.423
C -0.830 -0.190 0.513
O 1.838 0.305 -0.990
N 0.365 0.962 0.604
H -2.916 0.164 1.322
H 2.469 2.921 0.253
C -1.918 0.465 0.955
H -2.169 2.551 0.372
H -0.399 3.708 -0.533
C -1.665 1.942 1.231
H 1.060 -4.646 -1.407
N -0.170 2.183 1.102
H 1.543 -0.996 0.648
C 0.968 -1.850 0.371
C -1.234 -2.291 -0.744
H 1.694 2.983 -1.509
H -2.180 -2.006 -1.069
C -0.390 -1.464 0.068
C 0.575 -3.838 -0.913
H 2.245 -3.504 0.228
C 0.320 3.208 0.309
C 1.239 1.152 -0.372
H -2.011 2.132 2.217
H 0.577 4.183 0.869
*
```

## Properties
Gap between HOMO and LUMO   8.3 eV
E_tot   -649.08223 Ha
Energy relative to the best compared isomer or geometry (same formula, charge and spin)   3.677 eV

=====

Entry 2:
C12H12N4O2PdS2 | wB97M-V/def2-TZVPD

Structure (ORCA input):
```
! RIJCOSX wB97M-V def2-TZVPD def2/J DEFGRID3
* xyz 0 1
H 3.712 2.321 -2.575
H -0.865 -1.519 4.252
Pd -0.286 0.005 -0.429
C 2.334 3.087 -1.040
C 2.206 -1.347 2.828
H 3.251 -1.519 3.027
H -3.975 -1.781 -3.631
H 1.534 -1.807 4.827
H 2.528 -0.696 0.805
N 0.522 -0.732 1.276
N -3.107 -0.560 -0.145
H 2.003 3.782 -1.814
H 4.277 2.071 -0.923
H 2.666 3.672 -0.183
C -0.461 -1.019 2.197
C 1.234 -1.535 3.826
O 3.192 -0.319 -1.816
C 3.388 2.110 -1.555
N -1.929 -0.609 0.437
C -0.088 -1.374 3.517
S -4.601 0.091 -2.241
H -5.706 -1.364 -3.748
C -3.099 -0.244 -1.398
C 1.181 2.173 -0.674
N 1.419 0.912 -1.080
S -1.602 -0.038 -2.318
C 1.802 -0.912 1.583
O 0.153 2.465 -0.063
C 2.694 0.744 -1.532
C -1.775 -0.991 1.708
H -5.103 -2.257 -2.328
H -2.634 -1.300 2.285
C -4.867 -1.508 -3.077
*
```

## Properties
Gap between HOMO and LUMO   6.3 eV
E_tot   -1758.25209 Ha
Energy relative to the best compared isomer or geometry (same formula, charge and spin)   0.966 eV

=====

Entry 3:
C12H12O2S | wB97M-V/def2-TZVPD

Structure (ORCA input):
```
! RIJCOSX wB97M-V def2-TZVPD def2/J DEFGRID3
* xyz 0 1
H -3.958 1.398 -0.464
C -2.931 1.053 -0.207
C -0.751 1.063 0.420
C -3.620 -1.290 0.303
H -4.127 -1.030 1.287
C 1.888 0.702 -1.194
C 2.313 -1.005 0.540
H 0.330 1.317 0.653
H 4.544 1.478 0.758
C -1.241 -0.327 0.506
C 3.067 1.334 -0.800
H -1.439 2.867 -0.608
H -4.560 -1.198 -0.375
S -0.067 -1.390 -0.671
H 2.237 -1.960 0.904
H -0.965 -0.645 1.522
C 3.440 -0.343 0.883
C 1.493 -0.452 -0.473
O -0.733 -1.291 -1.962
H -3.250 -2.365 0.322
H 1.230 0.848 -1.989
H 3.412 2.234 -1.263
O 0.173 -2.681 -0.036
C 3.744 0.852 0.333
C -2.677 -0.222 0.194
C -1.668 1.883 -0.210
H 4.117 -0.828 1.625
*
```

## Properties
Gap between HOMO and LUMO   8.3 eV
E_tot   -1013.01149 Ha
Energy relative to the best compared isomer or geometry (same formula, charge and spin)   1.882 eV

=====

Entry 4:
C12H12P2 | wB97M-V/def2-TZVPD

Structure (ORCA input):
```
! RIJCOSX wB97M-V def2-TZVPD def2/J DEFGRID3
* xyz 0 3
P 1.026 2.278 0.262
H 2.888 -0.329 -0.769
C -1.361 0.044 -0.106
P 2.863 2.148 -0.803
C 2.151 -2.370 -0.082
H -1.149 -2.728 0.223
C -3.535 1.633 -0.251
C -2.818 1.327 -1.424
C -1.964 0.436 1.042
H 3.933 1.681 -0.044
H -4.442 2.333 -0.186
H -1.576 0.157 2.006
H 0.960 -4.079 0.209
C -3.030 1.257 0.988
C 1.023 -0.170 0.156
C -0.226 -2.258 0.212
H 2.961 -3.089 -0.285
C 0.980 -2.998 0.169
C -0.188 -0.872 0.051
C 2.312 -0.864 0.015
H 3.198 3.399 -0.733
H -3.316 1.489 -2.343
H 2.914 -0.785 0.909
H -3.551 1.704 1.908
H -1.100 -0.027 -2.148
C -1.741 0.445 -1.383
*
```

## Properties
Gap between HOMO and LUMO (spin up / spin down)   6.9 / 7.5 eV
E_tot   -1146.95590 Ha
Energy relative to the best compared isomer or geometry (same formula, charge and spin)   1.221 eV

=====

Entry 5:
C12H13BrClN2O3 | wB97M-V/def2-TZVPD

Structure (ORCA input):
```
! RIJCOSX wB97M-V def2-TZVPD def2/J DEFGRID3
* xyz 1 1
H -2.732 1.223 2.534
O -1.872 2.832 1.630
H -0.967 1.200 -0.539
H 1.895 -4.043 -1.468
C 2.224 3.201 -1.081
H -2.034 0.809 0.997
C -1.866 1.418 1.889
N 1.936 2.133 -1.843
C -0.065 1.787 -0.670
H 1.656 4.468 0.516
C -0.620 0.924 2.649
O -0.236 4.281 1.960
C 0.211 2.871 0.151
C -0.028 -4.319 -0.523
H 0.544 -3.390 -2.399
H 0.405 -4.444 0.472
H -2.066 -4.272 0.211
C -1.292 -2.327 0.207
Cl 0.495 0.063 -2.642
H -1.868 -3.555 -1.390
O 0.413 0.598 2.163
C 0.821 1.436 -1.663
N -1.193 -1.287 0.694
H -0.149 -5.317 -0.947
C 0.940 -3.524 -1.390
H 3.143 3.739 -1.297
Br -0.769 0.794 4.604
C -0.650 3.355 1.317
H 1.141 -2.538 -0.964
C 1.392 3.602 -0.084
H 2.566 1.834 -2.583
C -1.408 -3.660 -0.406
*
```

## Properties
Gap between HOMO and LUMO   7.8 eV
E_tot   -3834.24297 Ha
Energy relative to the best compared isomer or geometry (same formula, charge and spin)   0.000 eV

=====

Entry 6:
C12H13BrIrO | wB97M-V/def2-TZVPD

Structure (ORCA input):
```
! RIJCOSX wB97M-V def2-TZVPD def2/J DEFGRID3
* xyz 0 6
H -0.830 -3.047 -1.082
H 0.751 2.198 2.500
H 2.285 -0.747 -2.829
C -1.853 -1.448 0.141
H -2.876 0.580 0.356
H 3.110 -1.142 -0.295
C 2.404 -0.402 -0.642
H 0.560 1.319 -2.847
H 2.141 0.930 1.190
H 0.405 2.323 -0.311
C 0.852 1.384 -0.621
C 1.968 -0.182 -1.963
C -1.839 0.107 -1.610
Br 0.845 -2.142 1.507
C 1.044 0.897 -1.975
H 0.050 1.578 4.023
C -1.220 -2.035 -1.031
C 0.451 1.296 3.045
C -2.223 -0.064 -0.231
H -0.972 -1.297 -3.109
Ir -0.258 -0.205 0.561
C 1.759 0.578 0.242
C -1.274 -1.101 -2.082
H 1.317 0.639 3.186
C -0.621 0.570 2.295
H -2.205 -1.964 1.030
H -2.018 1.010 -2.189
O -1.751 0.367 2.742
*
```

## Properties
Gap between HOMO and LUMO (spin up / spin down)   6.0 / 5.8 eV
E_tot   -3218.36817 Ha
Energy relative to the best compared isomer or geometry (same formula, charge and spin)   0.000 eV

=====

Which value of energy relative to the best compared isomer or geometry (same formula, charge and spin) does entry 6 give?
0.000 eV

=====

What is the E_tot in the third record?
-1013.01149 Ha

=====

Number 6 is which compound?
C12H13BrIrO